{
  "formula": "C12H26HgNO2P2",
  "method": "ωB97M-V/def2-TZVPD",
  "elements": ["Hg", "P", "C", "C", "N", "C", "C", "C", "C", "C", "P", "H", "H", "H", "H", "H", "H", "H", "H", "O", "H", "H", "O", "H", "C", "H", "H", "H", "C", "H", "H", "H", "C", "H", "H", "H", "C", "H", "H", "H", "C", "H", "H", "H"],
  "positions_angstrom": [[0.69077, 0.22572, 1.52950], [-1.74762, 0.90106, 1.47358], [-2.40869, 0.62956, -0.15390], [-1.56352, 0.77657, -1.29392], [-0.23626, 0.46089, -1.08722], [0.67638, 0.82242, -1.97833], [0.36223, 1.46784, -3.18107], [-0.98582, 1.59575, -3.52302], [-1.95024, 1.21462, -2.59792], [2.12675, 0.58725, -1.62927], [2.38864, -0.61161, -0.26160], [-3.01007, 1.23515, -2.83409], [1.18473, 1.80596, -3.80914], [-1.24843, 2.02914, -4.49067], [2.66801, 0.21161, -2.50761], [2.59059, 1.53002, -1.29436], [-3.88680, -4.14730, -0.00249], [-3.50190, 0.64172, -0.32813], [0.31904, -3.17877, 0.23713], [-3.03744, -3.88974, -0.35978], [-3.29496, -3.59797, -1.25270], [0.20628, -1.62527, 0.81764], [0.10683, -2.68925, 1.06013], [-0.79418, -2.88657, 1.43612], [2.04143, -2.18197, -1.09843], [2.68567, -2.20348, -1.98784], [2.33371, -3.04110, -0.47472], [1.01019, -2.26422, -1.47366], [4.18951, -0.58627, -0.01549], [4.48577, -1.36990, 0.69764], [4.70950, -0.75270, -0.97240], [4.49126, 0.39081, 0.39049], [-1.76345, 2.66086, 1.93338], [-2.79386, 3.00179, 2.11261], [-1.15589, 2.79889, 2.83966], [-1.33963, 3.26604, 1.11865], [-2.78190, 0.00021, 2.65196], [-2.30005, 0.02203, 3.63719], [-3.77896, 0.45487, 2.72100], [-2.89344, -1.03866, 2.31457], [1.68194, 1.66585, 2.77323], [1.04701, 1.89183, 3.63692], [1.83779, 2.55300, 2.15070], [2.63908, 1.22329, 3.07567]],
  "total_charge": 1,
  "e_homo_ev": -9.1,
  "largest_force_ev_per_a": 2.628,
  "relative_energy_kcal_mol": 83.32,
  "energy_ha": -1513.8474
}

=====

{
  "formula": "C16H29AlN3OP2",
  "method": "ωB97M-V/def2-TZVPD",
  "elements": ["C", "C", "C", "C", "C", "C", "C", "C", "Al", "P", "N", "P", "O", "H", "H", "H", "H", "H", "H", "H", "H", "H", "H", "H", "H", "H", "H", "H", "C", "C", "C", "C", "N", "H", "H", "H", "H", "H", "H", "H", "C", "C", "C", "C", "N", "H", "H", "H", "H", "H", "H", "H"],
  "positions_angstrom": [[-2.20098, -1.12506, 0.25769], [-1.53462, -2.10054, -0.68434], [-2.11791, -3.35402, -0.83794], [-1.56212, -4.32038, -1.66787], [-0.39367, -4.01679, -2.35958], [0.18879, -2.76714, -2.21921], [-0.35804, -1.77856, -1.39448], [0.30271, -0.42750, -1.24089], [1.58461, 0.24875, -2.61893], [0.50886, 2.02553, -3.80591], [-0.88621, 1.46076, -4.37146], [3.51155, 1.04814, -1.40748], [3.24149, 1.55574, -0.00246], [-3.08633, -0.67989, -0.20903], [-1.53429, -0.32221, 0.56498], [-2.53972, -1.65107, 1.15535], [-3.01853, -3.59141, -0.27703], [-2.02978, -5.29294, -1.77624], [0.06464, -4.74800, -3.01842], [1.08942, -2.54653, -2.78126], [0.83097, -0.40727, -0.27779], [-0.47813, 0.33657, -1.16278], [2.14828, -0.75270, -3.73714], [0.32168, 3.19232, -3.00339], [1.35189, 2.55538, -4.81541], [-0.97863, 1.59397, -5.37126], [4.29897, 1.96929, -2.15567], [4.43106, -0.03687, -1.34744], [4.24278, 6.70959, 1.59442], [3.44459, 5.54108, 1.02762], [4.32511, 4.43417, 0.43928], [5.09447, 4.90896, -0.70889], [5.70451, 5.28409, -1.60730], [4.82779, 7.20074, 0.81490], [3.58361, 7.45648, 2.03911], [4.93433, 6.36933, 2.36843], [2.75830, 5.89979, 0.25823], [2.83316, 5.09200, 1.81178], [3.71221, 3.57711, 0.13723], [5.01945, 4.06115, 1.19452], [-2.99779, -3.80916, 3.91532], [-4.17610, -2.84944, 3.81391], [-5.46809, -3.54245, 3.36370], [-5.33728, -4.10072, 2.01891], [-5.24022, -4.52169, 0.95623], [-2.76221, -4.24683, 2.94423], [-2.10755, -3.29012, 4.26854], [-3.21307, -4.62275, 4.61162], [-3.93930, -2.04795, 3.11221], [-4.36548, -2.37990, 4.78101], [-6.30152, -2.83874, 3.36193], [-5.72766, -4.35235, 4.04844]],
  "total_charge": -1,
  "e_homo_ev": -4.3,
  "largest_force_ev_per_a": 0.719,
  "energy_ha": -1791.7555
}

=====

{
  "formula": "C5H14NO2",
  "method": "ωB97M-V/def2-TZVPD",
  "elements": ["C", "N", "C", "C", "C", "O", "C", "H", "H", "H", "H", "H", "H", "H", "H", "H", "H", "H", "H", "H", "H", "O"],
  "positions_angstrom": [[-3.13419, -0.06843, 1.13902], [-2.03613, -0.82237, 0.57169], [-1.03527, -0.02304, -0.16205], [0.21556, -0.89345, -0.35328], [1.10253, -0.33421, -1.49910], [1.75513, 0.82501, -1.25297], [-0.64093, 1.27349, 0.54321], [-2.87320, 0.78105, 1.79432], [-3.65833, 0.44991, 0.33529], [-3.84262, -0.70588, 1.63440], [-1.51126, -1.27454, 1.31494], [-1.42708, 0.23632, -1.15435], [-0.02147, -1.90816, -0.63836], [0.79298, -0.80688, 0.57060], [0.36355, -0.29465, -2.34261], [1.80409, -1.15382, -1.78722], [0.24609, 1.64160, 0.03181], [-1.44179, 2.00495, 0.35199], [-0.46579, 1.16265, 1.61254], [2.75168, 0.10609, -0.04903], [3.69870, 0.56608, 1.04857], [3.41611, -0.24340, 0.61450]],
  "total_charge": -1,
  "e_homo_ev": -3.1,
  "largest_force_ev_per_a": 1.364,
  "relative_energy_kcal_mol": 10.89,
  "energy_ha": -404.1372
}

=====

{
  "formula": "C2H41N2O16",
  "method": "ωB97M-V/def2-TZVPD",
  "elements": ["N", "C", "C", "N", "H", "H", "H", "H", "H", "H", "H", "H", "H", "O", "H", "H", "O", "H", "H", "O", "H", "H", "O", "H", "H", "O", "H", "H", "O", "H", "H", "O", "H", "H", "O", "H", "H", "O", "H", "H", "O", "H", "H", "O", "H", "H", "O", "H", "H", "O", "H", "H", "O", "H", "H", "O", "H", "H", "O", "H", "H"],
  "positions_angstrom": [[-0.07427, -2.43466, 0.16027], [-0.89581, -1.53888, -0.65437], [-2.33046, -1.40045, -0.20703], [-3.03101, -2.69636, 0.06623], [-0.58340, -3.23672, 0.50495], [0.72155, -2.78239, -0.35431], [-0.87212, -1.75546, -1.72196], [-0.45896, -0.54986, -0.56775], [-2.87712, -0.91980, -1.00574], [-2.39911, -0.79637, 0.68710], [-2.61145, -3.20954, 0.84210], [-3.97906, -2.46011, 0.37437], [-3.13960, -3.27911, -0.76291], [-0.03121, 0.48753, 1.77285], [0.00378, -0.33848, 1.28519], [-0.18019, 0.22642, 2.69274], [2.45505, -0.51734, -1.13516], [1.92667, -1.27799, -0.86769], [2.31125, -0.39654, -2.08943], [2.38666, 0.10634, -3.77812], [1.84248, 0.60861, -4.39695], [3.21124, 0.60850, -3.73190], [2.58366, 1.94530, 0.57654], [2.56634, 1.09385, 0.11229], [2.45936, 1.69908, 1.49991], [-0.29988, 0.96161, -2.72684], [-0.24650, 1.49538, -1.92519], [0.62214, 0.73379, -2.89258], [-1.80485, -3.86816, 2.76866], [-2.36083, -4.63649, 2.96278], [-0.96434, -4.08524, 3.18740], [3.82041, 1.96258, -1.92934], [3.58620, 2.12240, -1.00537], [4.78180, 1.90002, -1.91365], [3.40772, 3.57905, -4.71094], [3.18386, 3.72391, -3.78263], [4.36858, 3.53142, -4.71922], [1.79406, 4.04922, 2.63685], [2.61018, 3.82157, 2.17846], [1.11573, 3.55638, 2.16181], [-4.70041, 0.32318, 1.06023], [-4.82692, 0.86504, 0.27302], [-4.19486, 0.89016, 1.65303], [-1.76910, -0.12745, 4.01779], [-2.25250, 0.69226, 3.86841], [-2.45479, -0.78976, 4.15660], [1.12173, 4.55561, -2.90439], [0.53088, 4.61057, -2.13787], [0.53413, 4.50741, -3.66509], [-2.80261, -6.28967, 4.55401], [-2.74995, -7.13497, 4.08920], [-2.94028, -6.53404, 5.47467], [-1.52426, -8.51977, 2.82702], [-0.69002, -8.73558, 2.39773], [-2.17465, -9.06518, 2.37085], [-0.50010, 5.09816, -0.48562], [-1.29574, 5.35011, -0.96787], [-0.36092, 5.81965, 0.13838], [3.81314, 6.10032, -2.02940], [3.40946, 6.94251, -2.26002], [3.07921, 5.47541, -2.05886]],
  "total_charge": 1,
  "e_homo_ev": -12.3,
  "largest_force_ev_per_a": 0.873,
  "relative_energy_kcal_mol": 61.97,
  "energy_ha": -1413.9149
}

=====

{
  "formula": "C33H34Br2InN6O2Si2",
  "method": "ωB97M-V/def2-TZVPD",
  "elements": ["In", "Br", "C", "C", "C", "C", "C", "N", "C", "O", "O", "H", "H", "H", "C", "Si", "C", "C", "C", "C", "C", "C", "C", "Si", "C", "C", "H", "H", "H", "H", "H", "H", "H", "H", "H", "H", "H", "H", "H", "H", "H", "H", "C", "C", "N", "C", "C", "N", "C", "N", "N", "N", "C", "C", "C", "C", "C", "C", "H", "H", "H", "H", "H", "H", "H", "H", "H", "H", "H", "Br", "C", "C", "C", "C", "C", "C", "H", "H", "H", "H"],
  "positions_angstrom": [[0.63443, 1.12321, -0.15910], [-1.44984, 2.07387, 2.97139], [0.35286, 1.66000, 3.35099], [0.76462, 1.65053, 4.70163], [2.09987, 1.34495, 4.95530], [2.96678, 1.13332, 3.88255], [2.46451, 1.14075, 2.57804], [1.14453, 1.37032, 2.32372], [3.37343, 0.93831, 1.43944], [4.59625, 0.91484, 1.64563], [2.81281, 0.80457, 0.22561], [0.03390, 1.85953, 5.47520], [2.47848, 1.29174, 5.97505], [4.02097, 0.95304, 4.00669], [2.60265, 0.61878, -3.72409], [1.03996, 1.19402, -2.78575], [-0.41740, 0.51697, -3.83910], [0.98000, 3.08425, -3.09310], [0.99476, 3.47074, -4.43801], [0.95991, 4.81524, -4.82661], [0.91908, 5.79753, -3.85172], [0.91446, 5.42837, -2.49783], [0.93518, 4.08809, -2.09691], [0.90556, 3.77619, -0.20731], [-0.43229, 4.96110, 0.49607], [2.56495, 4.48274, 0.42400], [2.50909, 0.92437, -4.77218], [2.73994, -0.46157, -3.68354], [3.50857, 1.07106, -3.30604], [-0.20265, 0.66839, -4.90241], [-1.35240, 1.02030, -3.58289], [-0.59698, -0.54920, -3.66794], [0.99735, 2.69440, -5.20137], [0.97443, 5.05090, -5.88360], [0.88242, 6.85454, -4.10419], [0.89715, 6.20842, -1.73229], [-0.27906, 5.96965, 0.10548], [-0.39349, 4.97814, 1.58985], [-1.44408, 4.63116, 0.23186], [2.60808, 5.55948, 0.21279], [3.41256, 3.98834, -0.04887], [2.65953, 4.34335, 1.51105], [0.57784, -1.88797, 2.56870], [0.76834, -2.22538, 1.16518], [0.82516, -1.35329, 0.13204], [1.02502, -2.11462, -1.00600], [1.08265, -3.43603, -0.70503], [0.92274, -3.50234, 0.69309], [0.88596, -4.71023, 1.49397], [-0.48000, -5.06239, 1.84194], [-1.03041, -4.55420, 3.00001], [-2.28409, -4.96698, 3.08659], [-2.57534, -5.75133, 1.97429], [-3.74087, -6.40006, 1.63553], [-3.70442, -7.14962, 0.45628], [-2.55154, -7.22230, -0.34176], [-1.37523, -6.56387, -0.01402], [-1.42993, -5.82052, 1.16748], [0.34241, -0.82254, 2.62083], [1.48695, -2.09389, 3.15062], [-0.24813, -2.47087, 3.01085], [1.11568, -1.64719, -1.97320], [1.22372, -4.30877, -1.32362], [1.43176, -4.57414, 2.43942], [1.31749, -5.54961, 0.92987], [-4.63057, -6.32489, 2.25650], [-4.58457, -7.70010, 0.14102], [-2.57873, -7.82082, -1.23981], [-0.48393, -6.61626, -0.62680], [-6.28389, 0.99124, -0.43464], [-4.41709, 0.89550, -0.28019], [-3.60484, 1.88715, -0.86182], [-2.22137, 1.78742, -0.75512], [-1.59445, 0.76405, -0.06758], [-2.40576, -0.23128, 0.49661], [-3.80627, -0.17053, 0.40126], [-4.07057, 2.71658, -1.38322], [-1.66425, 2.57377, -1.25895], [-1.99518, -1.06659, 1.06219], [-4.42516, -0.94183, 0.84998]],
  "total_charge": -1,
  "e_homo_ev": -3.4,
  "largest_force_ev_per_a": 4.417,
  "relative_energy_kcal_mol": 0.00,
  "energy_ha": -7674.1749
}

=====

{
  "formula": "C6H13NO",
  "method": "ωB97M-V/def2-TZVPD",
  "elements": ["C", "C", "C", "C", "C", "N", "C", "H", "H", "H", "H", "H", "H", "H", "H", "H", "H", "H", "O", "H", "H"],
  "positions_angstrom": [[2.00340, -1.20702, -1.21909], [0.71273, -1.15542, -0.94410], [-0.08647, 0.02044, -0.48796], [-0.72974, 0.76535, -1.41129], [-1.67293, 1.83022, -1.02032], [-0.22930, 0.21774, 0.90014], [-1.05641, -0.88409, 1.47420], [2.58432, -2.10133, -1.41583], [2.66741, -0.34843, -1.03938], [0.18431, -2.11107, -0.90270], [-0.71459, 0.49667, -2.45273], [-1.66445, 2.62846, -1.81102], [-1.70473, 2.47568, -0.16364], [-2.71089, 1.36503, -1.04125], [-0.71600, 1.07900, 1.13406], [-0.98899, -1.73286, 0.79277], [-2.10212, -0.60589, 1.61700], [-0.70139, -1.27019, 2.43654], [2.60795, 0.08910, 2.11798], [2.57299, -0.02562, 1.14716], [1.74492, 0.47421, 2.28946]],
  "total_charge": 0,
  "smiles": "C=C/C(=C/C)NC.O",
  "e_homo_ev": -8.5,
  "largest_force_ev_per_a": 3.625,
  "relative_energy_kcal_mol": 66.20,
  "energy_ha": -366.3284
}